No. 1
ORCA calculation (ωB97M-V/def2-TZVPD) on a molecular structure, C28H56O20S8.

Each line ends with the Löwdin charge.
CARTESIAN COORDINATES (ANGSTROEM)
C 9.48266 11.85920 15.17712  -0.199
C 10.69784 10.98088 15.49426  -0.114
O 10.90994 10.23636 14.23811  -0.188
S 10.41574 11.17472 13.04933  0.573
O 9.37912 10.48633 12.38991  -0.204
O 11.48734 11.67369 12.25273  -0.229
O 9.84945 12.34280 13.94559  -0.181
H 9.28322 12.69471 15.83730  0.114
H 8.58139 11.21324 15.11314  0.150
H 10.54843 10.18932 16.21285  0.135
H 11.55628 11.59636 15.67559  0.120
C 16.61228 12.07067 18.24349  -0.090
C 15.94406 11.91250 16.85604  -0.076
O 14.91308 10.82164 17.15970  -0.206
S 15.66738 9.70228 17.89373  0.472
O 16.39505 8.91456 17.01991  -0.201
O 14.80205 9.10514 18.80650  -0.205
O 16.68523 10.65974 18.68870  -0.225
H 15.90332 12.44229 18.98951  0.115
H 17.62707 12.53498 18.31305  0.147
H 16.56912 11.57766 16.01491  0.089
H 15.48789 12.86261 16.61677  0.090
C 18.30289 17.69118 16.29030  -0.231
C 18.88077 18.39413 15.09545  -0.248
C 18.14529 17.84871 13.89890  -0.253
S 18.28609 16.12432 14.11064  0.671
O 19.64942 15.69326 13.76362  -0.332
O 17.19472 15.45596 13.44418  -0.333
C 18.17624 16.19892 15.90521  -0.216
H 17.24022 18.02274 16.47733  0.129
H 19.02395 17.77144 17.12829  0.123
H 19.98534 18.13588 15.11327  0.141
H 18.67722 19.48958 15.23134  0.133
H 18.59171 18.14940 12.92586  0.129
H 17.08700 18.06855 13.89221  0.097
H 19.06253 15.69618 16.34944  0.120
H 17.17592 15.89096 16.19338  0.083
C 16.63245 14.47659 9.96435  -0.212
C 16.59167 13.00138 9.54681  -0.208
C 15.09815 12.72568 9.56977  -0.242
S 14.42396 14.07501 8.58266  0.645
O 13.14564 14.38258 9.17549  -0.320
O 14.54540 13.66826 7.22278  -0.305
C 15.76142 15.19101 8.91682  -0.240
H 17.64102 14.91298 9.75328  0.128
H 16.36841 14.65940 11.01385  0.093
H 17.17515 12.37222 10.22402  0.106
H 17.06932 12.87942 8.57186  0.125
H 14.66646 12.65265 10.55036  0.091
H 14.82618 11.84455 8.99325  0.100
H 15.29898 16.18956 9.21628  0.127
H 16.28284 15.31756 7.93011  0.119
C 12.83080 14.22799 19.52583  -0.223
C 11.86286 14.18003 20.69000  -0.229
C 10.49202 14.00286 20.13671  -0.200
S 10.71612 13.47110 18.39250  0.677
O 10.55601 14.62562 17.52199  -0.320
O 9.96248 12.26478 18.27560  -0.312
C 12.43586 13.17882 18.50514  -0.238
H 13.82857 13.91218 19.90681  0.126
H 12.79471 15.22183 19.07367  0.125
H 11.90174 14.99208 21.41798  0.124
H 12.17908 13.32348 21.24149  0.109
H 9.91543 14.91184 20.02003  0.101
H 9.87044 13.25257 20.62832  0.107
H 12.98582 13.44897 17.60001  0.093
H 12.62023 12.16813 18.76498  0.104
C 14.68133 9.65213 10.96948  -0.225
C 14.16814 9.37519 12.38668  -0.196
C 15.36476 8.94150 13.21620  -0.221
S 16.44947 8.00796 12.12719  0.719
O 16.44498 6.55014 12.23975  -0.322
O 17.72888 8.71693 12.22006  -0.357
C 15.53840 8.50140 10.65010  -0.242
H 15.24449 10.61524 10.89594  0.101
H 13.79851 9.76649 10.32938  0.130
H 13.43019 8.53333 12.29456  0.141
H 13.69442 10.21202 12.88945  0.100
H 15.32420 8.33227 14.12766  0.113
H 15.91236 9.84901 13.46205  0.067
H 15.00670 7.63684 10.35625  0.091
H 16.34261 8.62755 9.88529  0.125
C 20.23879 11.27795 12.34455  -0.180
C 20.47120 10.39353 13.63280  -0.176
C 19.14001 10.47690 14.40035  -0.220
S 18.40058 12.06191 14.06737  0.666
O 18.53834 12.88400 15.24471  -0.340
O 16.99466 11.93418 13.57533  -0.357
C 19.53007 12.60747 12.79056  -0.204
H 19.60976 10.71218 11.62881  0.110
H 21.16112 11.49817 11.81960  0.102
H 21.36529 10.64854 14.20785  0.110
H 20.78798 9.39652 13.27102  0.120
H 19.20426 10.57333 15.47329  0.093
H 18.32418 9.75428 14.13059  0.094
H 20.15050 13.24576 13.46785  0.104
H 18.83818 13.10059 12.09881  0.092
C 12.90192 14.47705 12.78613  -0.194
C 11.91648 15.47661 13.38972  -0.174
C 12.48096 16.21136 14.65405  -0.181
S 14.25350 15.72229 14.80425  0.729
O 14.30010 14.52707 15.68645  -0.362
O 15.09479 16.88619 15.02017  -0.343
C 14.31663 15.04025 13.13908  -0.232
H 12.87880 14.30410 11.72344  0.091
H 12.82723 13.51969 13.19242  0.067
H 11.05011 14.88713 13.73186  0.107
H 11.67457 16.26150 12.62265  0.132
H 12.04876 15.84949 15.59372  0.078
H 12.36981 17.29080 14.60729  0.096
H 15.13677 14.31418 12.95509  0.090
H 14.55195 16.00436 12.63455  0.110

Force components x, y, z for each atom (eV/Å):
-0.628 -1.744 1.849
-0.656 -0.743 -0.067
0.002 1.217 0.227
0.665 -0.604 -0.950
-0.868 -0.332 -0.299
0.050 0.117 0.609
0.290 1.317 -2.230
0.270 -0.062 0.147
0.309 0.421 -0.043
-0.005 0.228 0.457
0.620 0.178 0.282
-0.253 -2.022 -0.072
0.008 -0.089 0.875
0.250 2.659 -1.332
0.750 1.962 1.821
1.706 -1.713 -2.196
-1.456 -0.896 1.408
0.604 -0.003 -0.094
0.198 0.841 -0.441
-0.991 -0.478 -0.338
-0.205 0.047 0.681
-0.752 -0.207 -0.451
-0.948 -0.674 0.356
0.688 1.463 0.544
0.945 0.849 -1.309
1.668 -1.212 -0.394
-1.250 0.572 0.359
-0.019 -0.166 0.176
0.522 0.225 0.621
1.348 0.120 0.290
-1.017 0.224 -0.081
-1.177 0.683 -0.629
0.702 -0.839 -0.409
-0.295 -0.372 0.561
-0.315 0.185 0.194
-1.059 -0.445 -0.551
0.281 -0.803 0.124
1.684 1.024 -1.199
0.231 0.236 1.026
0.474 -0.663 -1.587
-0.214 -1.705 1.780
0.057 0.873 -0.345
-0.278 0.053 -1.310
-0.723 2.054 -0.036
-0.508 -0.432 0.755
-0.097 -0.070 -0.379
-0.264 -0.013 0.172
-0.436 0.008 -0.149
-0.153 0.337 0.476
-0.128 -0.144 0.060
0.776 -1.248 -0.229
-0.393 -0.126 1.033
1.329 0.024 0.871
0.284 0.012 0.593
-1.013 -0.210 -1.070
0.102 1.244 1.200
-0.408 -0.703 0.052
-0.699 -0.911 -1.113
0.542 1.283 -0.666
-0.363 0.931 -0.413
0.529 -0.164 -0.137
0.253 0.265 -0.397
-0.214 -0.897 0.628
-0.033 0.340 0.230
0.144 0.055 -0.116
-0.492 -0.327 -0.354
0.192 -0.967 0.540
-0.495 1.973 0.492
-0.732 -1.408 0.524
0.633 -0.411 0.571
0.464 0.363 0.082
-0.219 1.514 0.115
-0.410 -0.709 -0.500
2.520 -0.697 -1.366
-0.325 -0.847 0.352
0.359 -0.181 -0.176
0.425 0.756 0.244
-0.208 0.135 -0.265
-0.833 0.207 -0.143
0.353 -0.052 -0.005
-0.803 -0.995 -0.211
-0.688 0.243 0.418
-0.402 0.423 0.392
-0.097 -0.205 -1.344
-0.783 -0.659 0.025
-2.405 -0.083 -1.075
0.246 0.442 0.553
2.174 -0.151 0.384
-0.039 -1.003 1.096
0.101 0.302 0.524
0.232 0.088 0.062
-0.426 0.797 0.190
-0.946 0.140 0.270
0.357 -0.587 0.424
1.201 0.320 0.050
-0.132 0.009 -1.393
0.821 0.272 -0.130
2.244 1.985 0.655
-0.649 0.432 0.010
0.529 -0.814 0.025
-1.312 -2.222 -0.227
0.177 1.827 -0.206
-0.112 -0.563 0.217
0.427 0.587 -0.836
-0.466 0.456 -0.525
-0.259 -1.496 1.026
-0.106 0.686 -0.525
-0.162 -0.879 0.770
-0.073 0.034 -0.223
0.255 0.019 -0.054
-0.409 0.630 0.620
-0.191 -0.742 -0.497

Values from the calculation:
spin multiplicity	1
HOMO	-0.3737	hartree
energy above the lowest of the compared OMol25 structures with the same formula, charge and spin	0.00	kJ/mol

=====

No. 2
ORCA calculation (ωB97M-V/def2-TZVPD) on 5 unconnected molecules or ions with the total composition C28H58B2N7O12S.

Each line ends with the Löwdin charge.
CARTESIAN COORDINATES (ANGSTROEM)
C 3.59877 -4.75629 1.82823  -0.037
N 3.83503 -3.29071 1.88362  -0.065
C 4.23058 -2.71481 0.59221  -0.071
B 2.80453 -2.56280 2.55985  -0.615
O 2.74991 -2.34994 3.89603  0.228
N 1.61626 -1.91921 1.81613  0.107
C 0.45608 -2.74507 1.57400  -0.173
S 0.13407 -3.27416 -0.11491  0.700
O 1.38270 -3.66793 -0.69460  -0.314
O -0.96396 -4.18598 0.00232  -0.311
C 1.72347 -0.63472 1.51267  -0.243
N 2.82226 0.08550 1.80664  0.266
C 2.58903 1.29414 1.34224  -0.367
O 3.40323 2.31550 1.40386  0.031
N 4.94294 1.84456 1.36019  0.158
O 5.55698 2.70760 1.01083  0.210
N 1.37689 1.42648 0.75307  0.226
B 0.73603 2.62025 0.09158  -0.605
N 1.53238 3.50896 -0.63953  0.244
O -0.59986 2.78748 0.33335  0.187
N 0.83254 0.16001 0.89127  0.014
O -0.38665 -0.12235 0.40086  0.039
C -1.41700 -0.02863 1.43172  -0.341
O -1.18440 0.54981 2.44746  0.205
C -2.60907 -0.76082 0.97770  -0.163
C -3.21790 -1.66443 1.84237  -0.017
C -4.31886 -2.36365 1.39286  -0.041
C -4.79930 -2.17713 0.10674  -0.041
C -4.19638 -1.26606 -0.74708  -0.040
C -3.09288 -0.56106 -0.31099  -0.015
H 4.17137 -5.26749 2.60044  0.088
H 3.87255 -5.13842 0.85088  0.091
H 2.55143 -5.03147 1.97733  0.077
H 3.38770 -2.47029 -0.05753  0.062
H 4.80611 -1.80466 0.75399  0.078
H 4.86106 -3.41961 0.05746  0.094
H 3.07463 -3.07908 4.43526  0.128
H -0.46252 -2.33373 1.98891  0.105
H 0.60730 -3.70312 2.07124  0.125
H -0.31036 -2.15585 -0.73116  0.078
H 2.38568 3.17130 -1.05779  0.095
H 1.02523 4.08482 -1.29604  0.106
H -1.13719 2.83823 -0.46269  0.116
H -2.83926 -1.81720 2.84361  0.124
H -4.80705 -3.08346 2.03256  0.119
H -5.65058 -2.74156 -0.24402  0.115
H -4.53769 -1.09909 -1.75760  0.111
H -2.61486 0.14236 -0.97751  0.119
C -5.75373 3.36219 -3.17467  -0.075
C -4.36729 2.78110 -3.39211  -0.290
O -4.35853 1.38954 -3.65413  -0.181
C -5.04429 0.98415 -4.83193  -0.272
C -4.46826 1.56009 -6.11171  -0.071
H -6.29676 2.78273 -2.42715  0.083
H -5.67807 4.39420 -2.83197  0.079
H -6.34232 3.36214 -4.09226  0.071
H -3.77571 2.90266 -2.48174  0.104
H -3.84505 3.32521 -4.18729  0.108
H -6.11147 1.21629 -4.75013  0.110
H -4.95685 -0.10216 -4.85065  0.117
H -4.63613 2.63593 -6.18812  0.070
H -4.93628 1.08944 -6.97528  0.083
H -3.39398 1.37981 -6.16004  0.070
C -1.20939 -3.23626 -7.70985  -0.079
C -2.27501 -2.23190 -8.11501  -0.278
O -2.13930 -0.96576 -7.49135  -0.176
C -0.94359 -0.26563 -7.77997  -0.288
C -0.76650 0.07622 -9.24983  -0.076
H -1.13934 -3.29909 -6.62294  0.079
H -1.45756 -4.22203 -8.10272  0.078
H -0.22504 -2.96652 -8.09510  0.067
H -3.25604 -2.59385 -7.80771  0.118
H -2.30371 -2.12284 -9.20451  0.110
H -0.07302 -0.81926 -7.40844  0.107
H -1.00660 0.65415 -7.19631  0.109
H -0.58572 -0.81161 -9.85677  0.069
H 0.08639 0.74272 -9.37921  0.077
H -1.65948 0.56957 -9.63496  0.083
C -6.38582 -0.83206 6.33250  -0.077
C -4.91214 -1.14716 6.52136  -0.276
O -4.12843 -0.95132 5.35416  -0.174
C -4.09406 0.37466 4.85549  -0.284
C -3.49581 1.39168 5.81174  -0.072
H -6.77907 -1.35602 5.46031  0.081
H -6.94871 -1.14401 7.21189  0.079
H -6.56159 0.23506 6.19043  0.068
H -4.78949 -2.20093 6.77058  0.118
H -4.50137 -0.57307 7.35880  0.110
H -5.09279 0.69305 4.53512  0.112
H -3.47753 0.31907 3.95764  0.088
H -4.13924 1.56960 6.67424  0.070
H -3.35585 2.34498 5.30202  0.078
H -2.53016 1.04430 6.18140  0.084
C 9.86238 4.59205 3.67718  -0.079
C 10.26203 3.15611 3.38100  -0.279
O 9.96118 2.24799 4.42554  -0.154
C 8.59424 2.11558 4.75186  -0.280
C 7.73948 1.58474 3.61089  -0.091
H 10.25736 4.90415 4.64412  0.085
H 10.25606 5.25521 2.90690  0.077
H 8.77862 4.72038 3.70096  0.064
H 11.34229 3.09345 3.25625  0.121
H 9.81447 2.82062 2.43742  0.105
H 8.18876 3.06400 5.12293  0.110
H 8.56623 1.41361 5.58475  0.121
H 7.65457 2.31266 2.80124  0.044
H 6.73322 1.35846 3.96916  0.071
H 8.17887 0.67575 3.19798  0.086

Force components x, y, z for each atom (eV/Å):
0.079 0.072 0.490
-0.765 -0.222 -0.648
0.066 0.123 -0.034
0.626 0.342 0.283
-1.062 -0.709 -0.022
0.386 0.246 -0.228
0.016 0.268 0.318
-0.092 -0.555 0.156
0.079 0.160 -0.149
-0.024 0.125 -0.077
-0.283 0.141 0.001
0.107 -0.139 0.013
0.031 -0.016 0.026
-0.675 0.289 -0.265
0.652 -0.441 -0.057
-0.017 0.166 0.138
0.537 0.273 0.215
-0.300 0.192 0.261
-0.236 -0.797 -0.628
0.044 -0.706 -0.301
-0.115 0.401 -0.019
-0.071 -0.377 0.172
-0.032 0.774 0.955
-0.010 -0.860 -0.843
0.194 0.175 -0.086
0.012 0.191 0.083
-0.207 -0.321 -0.023
-0.093 0.095 -0.201
0.162 0.037 -0.038
0.161 -0.003 -0.115
0.143 -0.082 -0.061
0.110 -0.030 -0.036
-0.082 0.013 -0.049
-0.075 -0.103 -0.058
0.073 0.012 0.070
0.087 -0.027 0.018
0.611 0.283 0.089
-0.077 0.047 -0.044
-0.032 -0.087 0.001
0.033 0.058 -0.037
0.192 0.183 0.193
0.115 0.431 0.225
-0.145 0.423 0.076
-0.019 0.056 0.105
0.033 -0.003 0.130
-0.065 -0.067 0.056
-0.198 -0.039 -0.019
0.047 0.064 -0.046
-0.039 -0.079 -0.070
-0.019 0.082 0.004
0.093 -0.076 0.143
-0.067 -0.096 -0.124
0.069 0.181 0.084
0.014 0.023 0.037
0.010 0.006 0.013
0.010 0.032 -0.008
0.005 -0.035 0.014
-0.018 0.000 -0.011
0.009 0.028 0.008
0.039 -0.004 0.041
-0.046 -0.011 -0.019
0.012 -0.033 -0.006
-0.009 -0.089 -0.043
0.086 0.108 0.009
-0.030 -0.102 -0.037
-0.057 0.037 0.087
0.076 0.068 -0.027
-0.056 -0.109 -0.026
-0.036 -0.037 0.006
-0.018 -0.010 0.003
-0.005 -0.022 -0.028
-0.014 0.035 0.020
0.024 0.004 0.000
-0.002 -0.012 -0.022
-0.034 -0.007 0.018
0.033 0.004 0.002
0.002 0.016 0.010
0.011 0.046 0.011
0.043 0.096 -0.091
-0.061 -0.046 0.093
0.073 -0.051 -0.076
0.021 0.105 -0.136
-0.057 -0.112 0.149
-0.015 -0.044 0.024
0.000 -0.020 0.008
-0.006 0.004 0.035
0.025 -0.012 -0.032
-0.005 0.027 -0.014
-0.014 -0.007 0.035
0.005 0.007 0.000
-0.015 0.029 -0.012
0.010 -0.004 -0.025
0.034 0.024 -0.043
-0.105 -0.054 0.056
0.040 0.081 -0.056
0.026 -0.060 -0.003
-0.073 0.000 0.075
0.029 0.055 -0.113
0.043 0.017 -0.014
0.023 0.001 -0.003
0.001 0.011 -0.027
0.009 -0.028 0.029
-0.014 0.006 0.005
-0.012 0.006 -0.031
0.036 -0.011 0.002
0.007 0.023 0.016
0.010 -0.014 0.039
-0.020 -0.033 0.031

Values from the calculation:
spin multiplicity	1
HOMO	-0.4140	hartree
charge	+1